{
  "formula": "C3H2LiNiO3",
  "method": "the ωB97M-V functional and the def2-TZVPD basis",
  "multiplicity": 4,
  "total_charge": 0,
  "lumo_ev": [-1.02, -1.14],
  "energy_ha": -1856.8051,
  "orbital_gap_ev": [3.93, 6.53],
  "species": ["Ni", "O", "O", "O", "C", "C", "C", "Li", "H", "H"],
  "xyz": [[-1.612, -3.068, 2.049], [-0.379, -2.368, 0.752], [-0.722, -0.170, 0.848], [0.708, 1.740, -1.710], [-0.989, -1.395, 1.276], [0.302, 0.068, -0.096], [0.452, 1.388, -0.497], [0.217, 3.348, -2.213], [1.418, 1.246, 0.287], [0.605, -0.790, -0.696]],
  "forces_ev_per_angstrom": [[-0.299, 0.519, 0.277], [0.581, -0.026, -0.562], [-0.388, 0.031, 0.109], [-0.334, 1.556, -1.357], [0.052, -0.539, -0.060], [-2.771, -3.812, 0.394], [3.021, 0.431, 1.767], [0.166, -0.679, 0.266], [-0.237, 2.272, -1.159], [0.208, 0.247, 0.324]],
  "nbo_charge": [0.65, -0.79, -0.52, -0.91, 0.32, -0.05, 0.04, 0.96, 0.10, 0.20]
}



{
  "formula": "C3H2LiO3Zn",
  "method": "the ωB97M-V functional and the def2-TZVPD basis",
  "total_charge": 1,
  "lumo_ev": [-4.91, -5.38],
  "energy_ha": -2127.6846,
  "orbital_gap_ev": [10.06, 6.48],
  "species": ["Zn", "O", "O", "O", "C", "C", "C", "Li", "H", "H"],
  "xyz": [[2.294, -0.794, -0.060], [1.502, 0.985, 0.120], [0.383, -0.853, -0.257], [-0.717, 1.100, 0.055], [0.425, 0.395, -0.058], [-2.929, -0.093, 0.133], [-1.860, 0.456, 0.053], [-1.159, -2.071, -0.168], [-3.881, -0.567, 0.295], [-1.382, -3.674, 0.466]],
  "forces_ev_per_angstrom": [[3.581, -1.512, 0.082], [-1.227, 0.770, -0.258], [-2.528, -1.198, -0.402], [-0.212, 0.416, -0.204], [0.133, 1.468, 0.763], [0.581, -0.076, 0.068], [-0.640, -0.654, 0.186], [0.207, 1.345, -0.375], [0.225, 0.296, -0.190], [-0.121, -0.854, 0.331]],
  "nbo_charge": [0.93, -0.71, -0.93, -0.44, 0.96, -0.35, 0.29, 0.91, 0.28, 0.06]
}